ORCA calculation (ωB97M-V/def2-TZVPD) on a structure of composition C45H51N4O2P2PtS at a distorted geometry.

As for the lowest unoccupied orbital energy: -3.58 eV. As for the energy: -3314.96865 Eh. As for the charge: +1.

```
106
Properties=species:S:1:pos:R:3:forces:R:3
Pt 0.476849 0.012072 0.427632 0.74 -1.88 -1.08
N -0.924596 1.604128 1.620007 0.25 -0.90 -0.51
C -0.142378 2.722511 2.154215 0.48 0.37 -0.17
C 0.999762 3.052479 1.193998 -0.06 0.15 0.25
N 1.858600 1.877971 1.075874 0.35 0.29 -0.10
H -1.492259 1.939915 0.843812 -0.06 -0.13 0.09
H -1.548595 1.234242 2.329736 -0.01 -0.07 -0.17
H 0.280664 2.426101 3.118260 -0.10 0.01 -0.03
H -0.759178 3.616114 2.303535 0.03 -0.16 0.06
H 1.544381 3.931322 1.564890 -0.18 -0.06 -0.08
H 0.599416 3.280560 0.201731 0.03 0.02 0.09
H 2.354598 1.701814 1.946363 0.06 -0.05 -0.17
H 2.541200 1.989733 0.332776 0.00 0.01 0.17
C 3.670933 -8.586558 -0.756573 -0.06 0.44 -0.12
S 3.325409 -7.302168 -1.990005 -0.16 -0.06 0.00
C 2.035626 -6.302271 -1.163668 0.53 -0.09 -0.29
C 2.571917 -4.952200 -0.700656 -0.46 0.00 0.04
C 1.418042 -4.084456 -0.193226 0.22 -0.61 -0.32
N 1.811966 -2.724566 0.149306 -0.27 1.10 -0.15
P 1.907890 -1.346583 -1.078817 -0.56 -0.56 1.93
C 3.689276 -0.973102 -1.012729 -0.21 0.65 0.13
C 4.111169 0.326743 -1.262194 -0.09 0.08 -0.04
C 5.455609 0.649610 -1.261570 0.19 0.07 0.05
C 6.402106 -0.329854 -1.017425 0.01 0.00 0.00
C 5.992576 -1.631121 -0.779136 0.06 -0.05 0.02
C 4.648303 -1.951875 -0.769712 -0.25 -0.08 -0.03
C 1.770493 -2.296542 -2.630114 -0.81 0.22 0.08
C 0.538049 -2.829528 -2.997996 -0.04 0.00 0.15
C 0.399314 -3.499225 -4.201706 -0.07 -0.14 0.05
C 1.482870 -3.615580 -5.057190 -0.05 -0.04 0.05
C 2.700085 -3.050195 -4.713517 -0.04 -0.10 -0.04
C 2.844478 -2.386613 -3.509227 0.13 0.14 0.21
P 1.124988 -1.961247 1.512797 1.01 0.87 -0.74
C 2.537164 -1.425683 2.520145 -0.23 0.16 0.12
C 2.229609 -0.501650 3.514443 0.03 -0.03 -0.01
C 3.194093 -0.104155 4.421033 -0.04 0.08 0.09
C 4.469955 -0.642586 4.342648 0.12 0.01 -0.03
C 4.777394 -1.565428 3.355110 0.08 0.02 0.10
C 3.815688 -1.954951 2.440059 -0.15 0.04 -0.12
C 0.542480 -3.271970 2.647005 -0.68 0.54 -0.28
C 1.464351 -4.163238 3.188320 0.12 0.08 -0.12
C 1.051491 -5.111014 4.103862 0.10 -0.03 -0.04
C -0.277910 -5.166820 4.493583 -0.12 0.09 0.01
C -1.195387 -4.274808 3.962660 -0.05 -0.13 0.13
C -0.786715 -3.326482 3.039688 0.02 0.07 -0.13
H 4.217348 -9.370977 -1.273112 0.00 -0.05 0.03
H 2.735466 -8.979352 -0.370481 -0.01 -0.15 0.03
H 4.280479 -8.187279 0.048412 0.04 -0.08 0.12
H 1.624292 -6.884030 -0.340074 -0.10 -0.02 0.01
H 1.259570 -6.151037 -1.917543 -0.07 -0.01 0.13
H 3.039634 -4.466940 -1.559479 0.10 0.02 0.07
H 3.320265 -5.087818 0.083942 0.08 0.03 -0.02
H 0.983500 -4.557422 0.693960 0.04 0.06 -0.21
H 0.646467 -4.077398 -0.970106 -0.03 -0.08 0.22
H 3.376856 1.073554 -1.512178 -0.11 0.15 -0.04
H 5.769073 1.663779 -1.459781 -0.01 0.08 -0.03
H 7.454557 -0.090607 -1.023089 0.08 0.05 0.00
H 6.726618 -2.402562 -0.602628 0.05 -0.10 0.01
H 4.349648 -2.971405 -0.596660 -0.08 -0.17 0.07
H -0.316402 -2.699843 -2.342018 -0.06 -0.04 -0.07
H -0.557842 -3.922703 -4.475125 -0.02 0.03 0.00
H 1.374301 -4.138033 -5.994844 -0.01 -0.05 -0.11
H 3.543644 -3.130106 -5.382756 0.06 0.01 -0.04
H 3.793319 -1.937570 -3.260250 0.06 0.02 -0.03
H 1.214380 -0.122842 3.576867 0.01 0.10 0.07
H 2.951009 0.610244 5.195096 0.00 0.03 0.05
H 5.227557 -0.342207 5.050308 0.05 0.02 0.08
H 5.764029 -2.001011 3.306626 0.12 0.03 -0.02
H 4.051256 -2.668859 1.665893 0.01 -0.08 -0.05
H 2.501392 -4.096644 2.894080 0.09 -0.10 0.05
H 1.768960 -5.798880 4.525511 0.06 -0.05 0.01
H -0.593073 -5.895658 5.224897 -0.04 -0.07 0.03
H -2.226632 -4.318743 4.276599 -0.11 0.03 0.01
H -1.488342 -2.617010 2.625997 -0.16 0.03 -0.04
C -5.945446 -1.482072 1.334936 0.03 0.03 -0.03
C -5.513976 -0.783657 0.080201 -0.21 0.21 -0.20
C -6.485096 -0.213822 -0.734555 0.02 -0.02 -0.01
C -6.147039 0.449207 -1.900930 0.02 0.01 -0.01
C -4.823921 0.526475 -2.280336 0.08 -0.04 0.14
C -3.832904 -0.052272 -1.487405 -0.63 -0.01 0.12
N -2.494767 0.045861 -1.890977 0.63 0.35 0.53
C -1.999013 -0.202281 -3.136875 0.26 -0.16 -0.15
C -2.727029 -0.922395 -4.098589 -0.03 0.00 0.10
C -2.171834 -1.241161 -5.318844 0.06 0.13 0.12
C -0.873180 -0.858070 -5.632759 0.27 0.23 0.00
C -0.125087 -0.191033 -4.680942 -0.12 -0.19 -0.37
C -0.656229 0.133281 -3.438453 0.03 0.30 0.19
C 0.275295 0.619497 -2.386264 -0.15 -0.52 -0.79
O 1.483009 0.259281 -2.471610 0.49 0.22 0.06
O -0.176452 1.246165 -1.385271 -0.03 0.00 1.39
C -4.166841 -0.688202 -0.281436 0.05 0.02 -0.32
C -3.115089 -1.309107 0.593093 0.15 0.07 -0.24
H -7.024208 -1.620362 1.323367 -0.01 -0.05 0.09
H -5.689917 -0.892326 2.215816 0.03 -0.01 0.12
H -5.471348 -2.456472 1.437255 0.01 -0.09 0.05
H -7.525136 -0.288783 -0.455436 -0.11 -0.02 0.09
H -6.912663 0.916273 -2.503317 -0.05 -0.02 -0.06
H -4.536925 1.042780 -3.183739 0.03 0.05 -0.09
H -1.832774 0.535853 -1.284806 -0.48 -0.23 -0.34
H -3.724049 -1.252743 -3.854444 -0.11 -0.01 -0.01
H -2.752880 -1.808786 -6.029045 -0.10 -0.05 -0.10
H -0.439472 -1.107321 -6.589795 0.01 0.01 -0.05
H 0.906239 0.067012 -4.868486 0.09 -0.02 -0.05
H -2.101948 -1.100506 0.227287 -0.24 -0.13 0.14
H -3.252338 -2.391753 0.625831 0.08 -0.08 0.07
H -3.207889 -0.939539 1.614070 0.06 0.00 0.17
```
Positions in Å, forces in eV/Å.

Here are the Mulliken charges for atoms 1 to 5, given in e: 3.11 -0.66 -0.71 -0.74 -0.58



ORCA calculation (ωB97M-V/def2-TZVPD) on an isolated molecule of C45H51N7O6 at a distorted geometry.

As for the lowest unoccupied orbital energy: -1.31 eV. As for the energy: -2579.58463 Eh. For the energy relative to the best compared isomer or geometry (same formula, charge and spin), the calculation gives 1.110 eV.

```
109
Properties=species:S:1:pos:R:3:forces:R:3
N 3.085052 4.694692 5.413675 -0.87 -1.46 -1.39
C 2.611311 3.885395 4.713926 0.69 1.14 1.82
C 2.032333 2.859336 3.911682 -0.61 -0.71 0.62
C 1.373165 1.718753 4.382379 1.36 1.77 0.07
C 0.887330 0.792981 3.462405 -0.22 -1.89 -0.75
N 1.189084 -0.535997 3.821972 0.31 0.30 1.81
O 1.498875 -0.701956 5.039048 -0.34 -0.47 -1.49
O 1.228290 -1.500923 3.023736 -0.14 0.60 0.50
C 0.429776 1.185871 2.036962 1.37 3.44 2.81
C 1.436822 2.203018 1.584456 -0.47 2.00 -2.66
N 1.405860 2.935281 0.412278 0.67 -0.28 3.02
O 0.797424 2.857911 -0.654284 0.57 0.01 0.48
O 2.261812 4.052023 0.615352 0.18 -0.32 -0.48
N 2.748111 4.105844 1.947192 -2.58 -2.58 -0.64
C 2.121730 3.032092 2.500187 1.50 1.97 -0.54
H 1.400860 1.499708 5.452649 -0.08 -0.02 -0.52
H -0.448584 1.839457 2.170586 0.06 -0.35 0.15
C 2.442956 -2.712319 -1.603393 -0.19 -0.06 -0.13
C 3.061310 -2.405060 -0.245164 -0.83 -0.07 0.51
C 2.395007 -3.256465 0.830161 -0.21 -0.39 0.11
C 4.536428 -2.837058 -0.292237 0.27 0.39 -0.05
C 3.007590 -0.900351 0.122868 -0.28 0.18 0.52
C 3.717602 -0.484069 1.263144 0.71 0.18 -0.61
C 4.269645 0.790828 1.282497 -0.29 0.09 0.56
C 4.184269 1.597020 0.149306 0.50 -0.28 -0.47
C 3.347614 1.271608 -0.927114 -0.02 0.22 0.28
C 3.610983 1.948533 -2.316372 -0.58 0.56 0.48
C 2.406604 2.611401 -2.966782 -0.23 0.33 -0.44
C 4.160847 0.893391 -3.271216 0.24 -0.33 0.01
C 4.642681 3.075034 -2.198657 0.17 0.03 0.10
C 2.476317 0.151349 -0.688895 1.21 0.19 0.60
N 1.074700 0.132319 -1.054654 -0.93 -1.18 -1.43
C -0.024451 0.143415 -0.229465 -0.77 -0.41 -1.18
C 0.058477 0.060718 1.256317 -1.11 -3.08 -1.94
C -1.171749 -0.635462 1.896340 0.30 0.11 -0.03
C -1.328503 -2.007004 1.663619 0.23 -0.01 0.69
C -2.432999 -2.689077 2.141928 -0.14 0.55 0.08
C -3.412460 -1.935991 2.815621 1.10 0.64 -0.80
N -4.767315 -2.332472 2.636855 -2.86 -1.26 0.47
O -5.662468 -1.542641 3.014157 1.48 -1.48 -0.65
O -5.009830 -3.416173 2.052413 0.46 2.06 1.10
C -3.168793 -0.629500 3.265547 0.14 -0.61 -0.64
C -2.049806 0.030246 2.770932 0.28 -0.33 0.38
N -1.150059 -0.027246 -1.008784 1.30 0.33 -0.81
C -2.566471 -0.221760 -0.682810 -1.32 0.29 -0.10
C -3.369772 0.857070 -0.190208 0.29 0.39 0.27
C -3.077576 2.351892 -0.453762 0.14 -0.19 0.63
C -4.235621 3.276413 -0.056239 -0.22 0.02 -0.07
C -2.835531 2.545682 -1.953600 -0.08 -0.14 -0.08
C -1.891066 2.766978 0.382452 0.46 0.30 0.16
C -4.565371 0.556727 0.464138 -0.14 -0.32 -0.29
C -5.231274 -0.623434 0.160802 0.25 0.09 -0.52
C -4.624356 -1.490647 -0.734690 -0.24 0.10 0.44
C -3.249000 -1.415831 -1.023028 0.00 -0.45 -0.17
C -2.750443 -2.713233 -1.736705 -0.30 -0.01 0.11
C -3.460736 -3.943722 -1.126335 -0.17 -0.27 0.14
C -1.269994 -3.017682 -1.634373 0.51 -0.15 -0.08
C -3.151223 -2.623161 -3.211978 -0.02 0.03 -0.23
C -0.718127 -0.062023 -2.345175 -0.16 -0.20 0.35
C 0.621030 -0.018483 -2.363706 0.07 0.36 0.15
H 2.917007 -2.127566 -2.402600 -0.09 -0.07 0.11
H 2.586557 -3.779004 -1.831896 -0.04 0.30 0.03
H 1.365454 -2.521117 -1.604747 0.16 -0.02 -0.06
H 2.861422 -3.105572 1.809311 -0.21 -0.03 -0.16
H 1.328441 -3.030390 0.926355 0.22 -0.02 0.03
H 2.489786 -4.318186 0.561994 -0.02 0.18 0.10
H 5.016366 -2.713810 0.684246 -0.05 0.00 -0.21
H 4.605608 -3.895182 -0.572535 -0.11 0.19 0.02
H 5.091846 -2.248006 -1.031296 0.00 -0.07 0.11
H 3.909045 -1.185022 2.080101 0.07 0.15 -0.41
H 4.819099 1.137589 2.162151 -0.18 -0.10 -0.31
H 4.810134 2.491211 0.102295 -0.29 -0.40 -0.02
H 2.042432 3.443411 -2.361451 0.00 -0.21 -0.20
H 2.731041 3.012655 -3.938666 -0.12 -0.12 0.17
H 1.588058 1.920238 -3.155743 -0.02 0.29 0.04
H 5.108089 0.492428 -2.890411 -0.16 -0.07 -0.09
H 3.461108 0.060006 -3.407926 0.15 0.07 0.01
H 4.349532 1.346268 -4.253558 -0.03 -0.08 0.21
H 5.610352 2.712271 -1.839430 -0.08 0.12 -0.02
H 4.797213 3.521673 -3.189504 -0.03 -0.15 0.19
H 4.268820 3.864728 -1.536529 0.17 -0.11 -0.06
H 0.889217 -0.643660 1.254532 -0.07 -0.31 0.81
H -0.525785 -2.544088 1.158519 -0.36 0.21 0.24
H -2.570739 -3.755631 1.985334 -0.10 0.32 -0.16
H -3.888797 -0.152075 3.918378 0.01 0.10 -0.28
H -1.889108 1.050937 3.127063 0.07 -0.40 -0.33
H -4.404094 3.280761 1.026155 -0.04 -0.02 -0.18
H -3.983245 4.304705 -0.344729 0.04 -0.21 0.05
H -5.168402 3.015706 -0.567681 0.09 -0.01 0.12
H -1.980432 1.966348 -2.308479 -0.10 0.27 0.00
H -3.728677 2.219234 -2.503258 0.19 0.09 0.00
H -2.658806 3.605751 -2.171237 0.01 -0.21 0.03
H -1.068226 2.072474 0.227595 -0.25 0.56 0.03
H -1.554174 3.776439 0.111591 0.04 -0.21 0.12
H -2.156590 2.760401 1.448957 -0.02 0.04 -0.21
H -5.032547 1.258823 1.154987 0.09 0.05 -0.55
H -6.237713 -0.813495 0.525210 0.22 0.02 -0.01
H -5.238199 -2.287987 -1.150628 0.41 0.10 0.31
H -4.499192 -4.035419 -1.462965 0.23 -0.02 0.15
H -2.951206 -4.867181 -1.430552 -0.07 0.24 -0.03
H -3.458703 -3.907711 -0.030039 -0.07 -0.01 -0.28
H -0.666796 -2.360311 -2.260389 0.02 -0.12 0.19
H -0.934033 -2.971740 -0.595455 0.06 -0.01 -0.34
H -1.092403 -4.045368 -1.989451 -0.03 0.35 0.08
H -2.653799 -1.782926 -3.709180 -0.10 -0.15 -0.01
H -2.866934 -3.544749 -3.735763 -0.05 0.14 0.08
H -4.233515 -2.486733 -3.317442 0.19 -0.01 -0.01
H -1.411383 -0.168346 -3.162635 -0.01 0.02 0.18
H 1.308554 -0.066025 -3.196554 -0.19 -0.04 0.26
```
Positions in Å, forces in eV/Å.

Here are the Mulliken charges for atoms 1 to 5, given in e: -0.61 -0.25 0.00 -1.06 -0.84